1.
A cluster of 2 separate species, C3H11N2S in total, computed with the ωB97M-V functional and the def2-TZVPD basis.

Summary:
frontier orbital gap = 8.31 eV
ΔE to the lowest compared entry with this formula, charge and spin = 11.4 kcal per mole
total charge = +1

Last column: Löwdin charge in e.
CARTESIAN COORDINATES (ANGSTROEM)
1 C -1.9891 -2.5944 -0.2355  -0.19
2 C -0.5394 -2.9722 -0.0554  -0.58
3 S 0.4998 -1.4903 0.2517  0.66
4 H -2.1093 -1.9970 -1.1378  0.07
5 H -2.3288 -1.9471 0.5742  0.06
6 H -2.6485 -3.4631 -0.2893  0.08
7 H -0.4085 -3.5092 0.8798  0.06
8 H -0.1149 -3.5470 -0.8614  0.07
9 H 1.0134 -1.3224 -0.9753  -0.15
10 N 1.3795 2.1161 0.0879  0.20
11 C 0.7631 3.2482 -0.1786  -0.16
12 N -0.5038 3.4831 0.0619  0.20
13 H 0.7507 1.3224 0.2075  0.07
14 H 2.2469 1.9909 -0.4198  0.15
15 H 1.3301 4.0574 -0.6166  0.16
16 H -0.9676 4.2709 -0.3714  0.15
17 H -1.1025 2.7087 0.3307  0.15

Forces on atoms 1 to 3 (eV/Å):
C -0.294 0.343 -0.308
C -0.087 0.528 0.876
S 0.289 0.189 -0.204

2.
A cluster of 2 separate species, C3H11N2S in total, computed with the ωB97M-V functional and the def2-TZVPD basis.

Summary:
frontier orbital gap = 8.57 eV
ΔE to the lowest compared entry with this formula, charge and spin = 20.1 kcal per mole
total charge = +1

Last column: Löwdin charge in e.
CARTESIAN COORDINATES (ANGSTROEM)
1 C -1.6711 -1.6304 -1.1302  -0.36
2 S -0.6022 -0.6620 0.0036  0.76
3 C -0.9489 -1.5594 1.5994  -0.33
4 H -2.6413 -1.8163 -0.6880  0.05
5 H -1.7965 -1.1010 -2.0734  0.04
6 H -1.1101 -2.5389 -1.3294  0.04
7 H -1.8103 -1.1286 2.1062  0.04
8 H -0.0941 -1.2891 2.2128  0.02
9 H -1.1040 -2.6122 1.4017  0.05
10 N 2.4247 1.1118 0.0370  0.20
11 C 1.7027 2.0689 -0.5076  -0.17
12 N 0.4013 2.1767 -0.3502  0.12
13 H 1.9162 0.4226 0.5594  0.09
14 H 3.4219 1.2558 0.1113  0.15
15 H 2.1754 2.7803 -1.1838  0.16
16 H 0.0432 3.1206 -0.3623  0.13
17 H -0.3071 1.4009 -0.4065  0.01

Forces on atoms 1 to 3 (eV/Å):
C 0.814 0.178 -0.049
S -0.973 -1.146 0.338
C 0.031 1.467 -0.507

3.
A cluster of 2 separate species, C3H11N2S2 in total, computed with the ωB97M-V functional and the def2-TZVPD basis.

Summary:
frontier orbital gap = 9.54 eV
ΔE to the lowest compared entry with this formula, charge and spin = 25.3 kcal per mole
total charge = +1

Last column: Löwdin charge in e.
CARTESIAN COORDINATES (ANGSTROEM)
1 C -0.0963 2.4730 1.1504  -0.45
2 S 0.7466 1.3986 2.3502  0.39
3 S 2.6919 1.4369 1.6732  0.38
4 H 0.2155 3.5026 1.2828  0.04
5 H -1.1669 2.3989 1.3323  0.04
6 H 0.1296 2.1594 0.1401  0.02
7 H 2.5696 0.5197 0.7048  -0.21
8 C -0.6779 -1.0536 -1.5357  -0.19
9 C -0.1124 -1.5717 -0.4399  -0.11
10 N -0.6033 -1.1775 0.8932  0.15
11 N -0.2509 -1.2345 -2.8044  0.10
12 H -1.5250 -0.3832 -1.4577  0.13
13 H 0.7194 -2.2559 -0.4331  0.12
14 H 0.0166 -0.4671 1.3538  0.03
15 H -1.5365 -0.7725 0.8254  0.16
16 H -0.6645 -1.9841 1.5168  0.17
17 H 0.4351 -1.9476 -2.9988  0.12
18 H -0.8906 -1.0416 -3.5533  0.11

Forces on atoms 1 to 3 (eV/Å):
C 0.057 0.023 0.168
S 0.033 -0.014 -0.262
S -0.064 0.075 0.166

4.
A cluster of 4 separate species, C3H11N3 in total, computed with the ωB97M-V functional and the def2-TZVPD basis.

Summary:
frontier orbital gap = 7.61 eV
ΔE to the lowest compared entry with this formula, charge and spin = 106.9 kcal per mole

Last column: Löwdin charge in e.
CARTESIAN COORDINATES (ANGSTROEM)
1 C -0.3799 -0.7087 -1.1386  -0.60
2 N -1.1593 0.2904 -0.7319  0.09
3 N -0.9007 -1.9152 -1.5503  0.13
4 N 0.8718 -0.3794 -1.6054  0.14
5 H 0.2429 -1.1951 0.8125  0.04
6 H -0.7542 0.7753 0.2380  0.04
7 H -2.1380 0.0466 -0.6537  0.10
8 H -0.2350 -2.5845 -1.9033  0.10
9 H 1.1315 0.5784 -1.4213  0.10
10 H -1.5975 -2.3160 -0.9419  0.10
11 H 1.5962 -1.0617 -1.4423  0.10
12 C -0.0514 1.1126 1.6760  -0.26
13 C 0.9961 1.9373 1.6518  -0.15
14 H 1.2145 2.6728 2.4248  0.03
15 H -0.7326 1.1940 2.5264  0.02
16 H 0.1690 -0.3560 1.2161  -0.01
17 H 1.7264 1.9092 0.8429  0.02

Forces on atoms 1 to 3 (eV/Å):
C -0.383 0.586 -0.803
N 0.335 -0.414 0.114
N 0.206 0.226 0.233

5.
A structure of composition C3H11N3, computed with the ωB97M-V functional and the def2-TZVPD basis.

Summary:
frontier orbital gap = 7.53 eV
ΔE to the lowest compared entry with this formula, charge and spin = 97.0 kcal per mole

Last column: Löwdin charge in e.
CARTESIAN COORDINATES (ANGSTROEM)
1 C 0.4146 -0.7609 1.9580  -0.11
2 N 1.9577 0.5475 -0.2134  0.10
3 C 0.7889 1.0629 0.2472  -0.20
4 C -0.0991 0.3917 1.1140  -0.29
5 H 2.1283 -0.4324 -0.0382  0.09
6 H 2.2447 0.8402 -1.1369  0.10
7 H 0.5433 2.0463 -0.1333  0.11
8 H -0.7361 1.0758 1.6752  0.11
9 H 1.1517 -0.4347 2.6979  0.08
10 H 0.8766 -1.5448 1.3503  0.06
11 H -0.4106 -1.2245 2.5014  0.07
12 N -1.1260 0.1059 -1.2788  -0.20
13 N -1.5867 -0.4834 -2.4964  -0.13
14 H -2.5574 -0.7961 -2.4515  0.05
15 H -1.0113 -1.2937 -2.7029  0.04
16 H -1.6582 0.9757 -1.1719  0.02
17 H -0.9204 -0.0756 0.0792  0.11

Forces on atoms 1 to 3 (eV/Å):
C -0.163 -0.168 -0.205
N -0.269 -0.054 -0.081
C -0.651 -0.677 0.323

6.
An isolated molecule of C3H11N3, computed with the ωB97M-V functional and the def2-TZVPD basis.

Summary:
frontier orbital gap = 9.42 eV
ΔE to the lowest compared entry with this formula, charge and spin = 51.0 kcal per mole
SMILES = NCCNCN

Last column: Löwdin charge in e.
CARTESIAN COORDINATES (ANGSTROEM)
1 N -1.3887 -2.2228 0.2199  -0.01
2 C -1.6037 -0.8633 0.7462  -0.28
3 C -0.2654 -0.1253 0.5322  -0.29
4 N 0.2299 0.1333 -0.8244  -0.09
5 C 1.3910 0.9671 -0.8256  -0.38
6 N 1.4524 2.1337 0.0239  -0.05
7 H -1.2719 -2.8581 0.9563  0.04
8 H -2.2343 -2.3830 -0.3479  0.07
9 H -2.3304 -0.3700 0.0315  0.12
10 H -1.9328 -0.6944 1.7840  0.11
11 H 0.4008 -0.7680 1.1293  0.10
12 H -0.1245 0.8629 1.0794  0.11
13 H 0.4163 -0.7691 -1.3561  0.13
14 H 2.2202 0.2954 -0.2302  0.13
15 H 1.9190 1.3478 -1.7736  0.13
16 H 2.3738 2.1717 0.5701  0.11
17 H 1.3771 2.9835 -0.4958  0.05

Forces on atoms 1 to 3 (eV/Å):
N -1.514 1.587 -1.187
C 0.529 2.038 -2.509
C 0.981 1.145 1.755

7.
A cluster of 2 separate species, C3H11N3 in total, computed with the ωB97M-V functional and the def2-TZVPD basis.

Summary:
frontier orbital gap = 9.76 eV
ΔE to the lowest compared entry with this formula, charge and spin = 42.4 kcal per mole
SMILES = C=CN.NCN

Last column: Löwdin charge in e.
CARTESIAN COORDINATES (ANGSTROEM)
1 C 0.3099 -2.2658 -0.6883  -0.02
2 C 0.5828 -1.2530 -1.5362  -0.30
3 N 1.6814 -0.3498 -1.4791  -0.01
4 H 0.6065 -2.2593 0.3459  0.04
5 H -0.3960 -2.9726 -1.1070  0.04
6 H -0.0308 -1.1485 -2.4300  0.09
7 H 1.3714 0.5276 -1.0324  0.03
8 H 1.8874 -0.1436 -2.4474  0.06
9 N 0.4246 1.4100 0.6278  -0.02
10 C -0.5805 0.7073 1.4898  -0.36
11 N -1.9255 0.9993 1.0844  0.01
12 H 1.3271 1.4138 1.0962  0.07
13 H 0.0099 2.3390 0.6265  0.06
14 H -0.4198 0.9276 2.5475  0.10
15 H -0.4172 -0.3630 1.4033  0.08
16 H -2.1698 0.5215 0.2292  0.07
17 H -2.2615 1.9097 1.2700  0.05

Forces on atoms 1 to 3 (eV/Å):
C -0.589 1.547 -1.260
C 0.286 -1.042 0.298
N -0.630 0.564 0.395

8.
A cluster of 2 separate species, C3H11N3 in total, computed with the ωB97M-V functional and the def2-TZVPD basis.

Summary:
frontier orbital gap = 10.04 eV
ΔE to the lowest compared entry with this formula, charge and spin = 19.6 kcal per mole
SMILES = [H]/N=C/N.CCN

Last column: Löwdin charge in e.
CARTESIAN COORDINATES (ANGSTROEM)
1 H 4.2670 1.8203 -0.0511  0.02
2 N 3.9150 1.0060 -0.5416  0.04
3 C 2.6714 0.9037 -0.2989  -0.41
4 N 1.8887 -0.0524 -0.8380  0.09
5 H 2.1474 1.5827 0.3771  0.11
6 H 0.9340 -0.2151 -0.5828  0.04
7 H 2.2426 -0.7230 -1.5008  0.10
8 C -2.0519 -0.3147 1.4370  -0.11
9 C -1.7510 -1.0117 0.1165  -0.34
10 N -1.5044 -0.1459 -1.0344  -0.03
11 H -2.7445 0.5196 1.2752  0.07
12 H -2.5198 -1.0466 2.0928  0.07
13 H -1.1745 0.1720 1.8690  0.06
14 H -0.8154 -1.5777 0.1901  0.09
15 H -2.4782 -1.7636 -0.1578  0.10
16 H -2.2946 0.3514 -1.4148  0.06
17 H -0.7318 0.4951 -0.9375  0.03

Forces on atoms 1 to 3 (eV/Å):
H 0.192 -0.039 -0.010
N -0.055 0.095 -0.106
C 0.261 0.227 0.325

9.
The ion C3H11N3 with charge +2, computed with the ωB97M-V functional and the def2-TZVPD basis.

Summary:
frontier orbital gap = 11.53 eV
ΔE to the lowest compared entry with this formula, charge and spin = 114.6 kcal per mole
total charge = +2
SMILES = C[NH2+][N@@+]1(C)CN1

Last column: Löwdin charge in e.
CARTESIAN COORDINATES (ANGSTROEM)
1 C -1.7613 -0.8597 0.4727  0.03
2 N -0.9004 -0.3663 -0.6178  0.15
3 N 0.4935 0.2178 -0.1896  -0.25
4 C 0.6799 1.5901 -0.3819  0.06
5 C 1.2236 -0.4554 0.8633  0.07
6 N 1.4132 -0.6646 -0.5929  0.13
7 H -1.4301 -1.8350 0.8401  0.13
8 H -1.9058 -0.1236 1.2406  0.13
9 H -2.7144 -1.0874 0.1051  0.11
10 H -1.3221 0.5389 -1.0934  0.25
11 H -0.8560 -1.0676 -1.3898  0.22
12 H 1.7180 1.7806 -0.2765  0.14
13 H 0.2662 1.9648 -1.2611  0.11
14 H 0.2409 2.2217 0.3680  0.14
15 H 0.5167 -1.2038 1.4685  0.18
16 H 1.9995 0.0639 1.4938  0.18
17 H 2.3385 -0.7146 -1.0491  0.21

Forces on atoms 1 to 3 (eV/Å):
C 0.731 -0.670 1.026
N -1.291 3.723 -1.068
N -0.935 -1.037 -1.129

10.
An isolated molecule of C3H11N3O, computed with the ωB97M-V functional and the def2-TZVPD basis.

Summary:
frontier orbital gap = 9.39 eV
ΔE to the lowest compared entry with this formula, charge and spin = 140.1 kcal per mole
SMILES = CONNN(C)C

Last column: Löwdin charge in e.
CARTESIAN COORDINATES (ANGSTROEM)
1 C 2.8371 0.1303 -0.0578  -0.17
2 O 1.7048 0.0427 -0.7985  -0.23
3 N 1.0346 -1.1518 -0.5620  -0.07
4 N -0.1541 -0.9490 0.3846  -0.04
5 N -1.0436 -0.0089 -0.1925  -0.34
6 C -1.1329 1.2985 0.4611  -0.11
7 C -2.2720 -0.6152 -0.4055  -0.14
8 H 2.7670 1.0130 0.5942  0.08
9 H 3.7394 0.1213 -0.7327  0.10
10 H 2.8869 -0.6305 0.7337  0.08
11 H 0.4758 -1.4158 -1.5137  0.17
12 H 0.3109 -0.5641 1.3097  0.15
13 H -0.2504 1.9551 0.3831  0.06
14 H -2.0409 1.9613 0.0534  0.13
15 H -1.1689 1.1986 1.5678  0.07
16 H -3.0251 0.0220 0.1110  0.08
17 H -2.4632 -0.7973 -1.4648  0.07
18 H -2.2055 -1.6102 0.1289  0.10

Forces on atoms 1 to 3 (eV/Å):
C 2.051 0.279 1.606
O -2.112 0.268 -1.550
N -3.086 -1.758 -0.736

11.
A cluster of 2 separate species, C3H11N3O in total, computed with the ωB97M-V functional and the def2-TZVPD basis.

Summary:
frontier orbital gap = 9.64 eV
ΔE to the lowest compared entry with this formula, charge and spin = 78.9 kcal per mole
SMILES = CN(N)N.CC=O

Last column: Löwdin charge in e.
CARTESIAN COORDINATES (ANGSTROEM)
1 C 1.3415 -0.0723 -0.7623  -0.08
2 N -0.0511 0.3020 -0.5920  -0.37
3 N -0.9593 -0.2607 -1.7094  0.09
4 N -0.1756 1.6956 -0.4622  0.06
5 H 1.7187 0.2209 -1.7506  0.08
6 H 1.9503 0.4236 -0.0080  0.09
7 H 1.4101 -1.1532 -0.6494  0.09
8 H -0.3994 -0.3736 -2.5569  0.06
9 H -1.3054 -1.1890 -1.4716  0.06
10 H -1.1573 1.9157 -0.3186  0.09
11 H 0.1319 2.1758 -1.3099  0.09
12 C 0.0916 -0.3402 2.0883  -0.06
13 C -0.8467 -0.6879 0.9566  -0.45
14 O -0.9128 -1.8255 0.4737  -0.09
15 H -0.4273 -0.5444 3.0245  0.08
16 H 0.9885 -0.9528 2.0464  0.08
17 H 0.3527 0.7144 2.0483  0.06
18 H -1.7504 -0.0483 0.9529  0.12

Forces on atoms 1 to 3 (eV/Å):
C 0.018 -0.090 -0.220
N -1.428 -0.592 -1.787
N 1.385 1.493 0.665

12.
A cluster of 2 separate species, C3H11N3O2 in total, computed with the ωB97M-V functional and the def2-TZVPD basis.

Summary:
frontier orbital gap (alpha / beta) = 3.29 / 9.31 eV
ΔE to the lowest compared entry with this formula, charge and spin = 0.0 kcal per mole
spin multiplicity = 2
⟨S²⟩ = 0.75
total charge = -1

Last column: Löwdin charge in e.
CARTESIAN COORDINATES (ANGSTROEM)
1 O -0.7708 -1.1216 -1.9075  0.01
2 C 0.0169 -0.4611 -1.2366  -0.52
3 N -0.3885 0.5542 -0.4511  0.05
4 C -1.7674 0.9634 -0.4303  -0.32
5 N -2.6520 0.1292 0.3584  0.01
6 C 1.4979 -0.7915 -1.0669  -0.25
7 N 1.7413 -1.4089 0.2179  -0.01
8 H 0.2508 0.9515 0.2265  0.06
9 H -1.7865 2.0097 -0.1454  0.09
10 H -2.1411 0.9672 -1.4517  0.11
11 H -2.1478 -0.3479 1.0966  0.05
12 H -2.9290 -0.6525 -0.2295  0.05
13 H 2.0746 0.1317 -1.1824  0.09
14 H 1.7909 -1.3870 -1.9406  0.10
15 H 0.9821 -2.0470 0.4361  0.06
16 H 1.7927 -0.6311 0.8825  0.00
17 H 1.6344 1.8669 2.1245  -0.06
18 H 1.5712 0.3027 2.6647  -0.06
19 O 1.2303 0.9722 2.0346  -0.46

Forces on atoms 1 to 3 (eV/Å):
O 0.173 0.011 -0.373
C 0.036 -0.167 0.507
N -0.124 0.359 -0.363

13.
An isolated molecule of C3H11N3O2, computed with the ωB97M-V functional and the def2-TZVPD basis.

Summary:
frontier orbital gap = 9.44 eV
ΔE to the lowest compared entry with this formula, charge and spin = 105.8 kcal per mole
SMILES = C[NH2+][C@@](C)([O-])N(N)O

Last column: Löwdin charge in e.
CARTESIAN COORDINATES (ANGSTROEM)
1 C 1.1859 0.0999 2.0265  -0.11
2 N 0.2834 0.7953 1.1136  -0.02
3 C -0.8652 -0.0792 -0.0142  -0.55
4 C -0.5333 -1.5504 0.0366  -0.03
5 O -2.0123 0.3609 0.1602  -0.05
6 N -0.0870 0.6653 -1.2196  -0.28
7 N 0.5354 -0.1014 -2.1950  0.05
8 O -0.9522 1.6543 -1.7658  -0.05
9 H 0.6294 -0.5797 2.6733  0.08
10 H 1.7335 0.8070 2.6567  0.08
11 H 1.9044 -0.4835 1.4526  0.08
12 H -0.3607 1.4097 1.6072  0.12
13 H 0.6897 1.1866 0.0843  0.18
14 H -1.0988 -2.0577 -0.7436  0.09
15 H -0.8495 -1.9459 1.0009  0.08
16 H 0.5261 -1.7358 -0.1169  0.07
17 H 1.1802 0.4880 -2.7153  0.09
18 H -0.1563 -0.4690 -2.8489  0.09
19 H -1.7527 1.5355 -1.1928  0.07

Forces on atoms 1 to 3 (eV/Å):
C 0.079 0.139 -0.083
N 0.445 0.149 -1.610
C 0.147 0.517 -1.155

14.
A cluster of 2 separate species, C3H11N3O3Si in total, computed with the ωB97M-V functional and the def2-TZVPD basis.

Summary:
frontier orbital gap = 10.14 eV
SMILES = N[SiH2]CC(=O)O.NC(N)=O

Last column: Löwdin charge in e.
CARTESIAN COORDINATES (ANGSTROEM)
1 N -2.7664 -0.4263 1.3740  -0.17
2 Si -1.3220 -0.6794 0.3150  0.55
3 C 0.1893 -1.4864 1.2178  -0.25
4 C -0.3650 -2.5904 2.3149  -0.36
5 O -0.6395 -2.1340 3.5398  -0.04
6 O -0.5481 -3.9843 1.8578  -0.02
7 H -3.1080 0.5489 1.1194  0.02
8 H -3.5677 -1.0449 1.0534  0.03
9 H -1.6462 -1.5766 -0.8105  -0.05
10 H -0.8525 0.6454 -0.1586  -0.04
11 H 0.8522 -0.6534 1.7491  0.11
12 H 0.8544 -1.9788 0.3594  0.10
13 H -0.7134 -3.8856 0.8568  0.12
14 N 1.2672 1.9293 -2.8009  0.15
15 C 1.6393 2.0191 -1.5112  -0.72
16 N 2.1936 3.1965 -1.1704  0.15
17 O 1.4866 1.1063 -0.7150  -0.02
18 H 1.3848 2.6700 -3.4714  0.10
19 H 0.8455 1.0594 -3.0990  0.11
20 H 2.4879 3.3056 -0.2086  0.11
21 H 2.3278 3.9597 -1.8118  0.10

Forces on atoms 1 to 3 (eV/Å):
N -0.843 0.507 -2.218
Si -0.062 0.359 1.209
C 0.840 -1.172 0.484

no.,energy (Eh)
1,-628.35897
2,-628.34513
3,-1026.52968
4,-285.00755
5,-285.02325
6,-285.09657
7,-285.11019
8,-285.14664
9,-284.29506
10,-360.21409
11,-360.31173
12,-435.64105
13,-435.52177
14,-800.38926